This record from the OMol25 dataset describes 10 unconnected molecules or ions with the total composition C62H143N9O10 in a non-equilibrium geometry. The level of theory is wB97M-V/def2-TZVPD.

```
224
Properties=species:S:1:pos:R:3:mulliken_charge:R:1
C 0.0685 -2.1160 -4.8943 -1.97
C 0.9107 -0.8888 -5.1554 2.45
C 0.3343 0.4290 -4.4514 -1.95
C 2.2767 -1.2411 -4.4574 -1.02
C 3.3890 -0.2053 -4.5633 -0.82
C 3.6893 0.0169 -6.0513 -1.37
C 2.4249 0.2568 -6.9342 1.28
C 1.9189 1.7229 -6.8174 -1.67
C 2.7630 0.0394 -8.4671 -1.93
N 1.2934 -0.6374 -6.5624 0.42
O 0.2047 -0.5730 -7.4617 -0.47
H 0.1666 -2.9922 -5.5353 0.47
H 0.1385 -2.3856 -3.8405 -0.04
H -0.9318 -1.8355 -5.2242 0.60
H -0.2978 0.9435 -5.1751 0.67
H -0.3847 0.1891 -3.6681 0.44
H 1.0554 1.0931 -3.9748 0.22
H 2.1828 -1.5282 -3.4101 -0.34
H 2.6498 -2.1844 -4.8565 0.69
H 3.1284 0.6957 -4.0080 0.39
H 4.3189 -0.5032 -4.0789 0.33
H 4.1421 -0.8880 -6.4565 0.41
H 4.4817 0.7446 -6.2260 0.49
H 1.0868 1.9430 -7.4860 0.36
H 2.7446 2.3050 -7.2267 0.49
H 1.7310 2.0747 -5.8030 0.30
H 3.5727 0.7114 -8.7515 0.39
H 1.8395 0.1254 -9.0397 0.43
H 2.9651 -1.0086 -8.6886 0.43
H 0.2520 -1.4647 -7.8143 0.34
C -3.2370 -7.3782 -0.2068 -2.51
C -2.3827 -6.1680 -0.1993 2.31
C -3.1912 -4.8714 -0.4759 -1.38
C -1.6246 -6.0445 1.1367 -1.52
C -0.5248 -5.0250 1.0070 -0.76
C 0.5087 -5.4842 -0.0042 0.01
C -0.1177 -5.8060 -1.4476 1.79
C -0.1674 -4.5649 -2.3719 -0.76
C 0.8303 -6.7976 -2.1688 -1.96
N -1.5031 -6.4125 -1.3490 0.31
O -2.1423 -6.6646 -2.5440 -0.49
H -2.7218 -8.3387 -0.1999 0.47
H -3.7959 -7.4265 0.7278 0.46
H -4.0534 -7.2794 -0.9222 0.56
H -3.8394 -4.9280 -1.3503 -0.14
H -3.8334 -4.6906 0.3861 0.61
H -2.5647 -3.9902 -0.6141 -0.05
H -2.3398 -5.6396 1.8527 0.50
H -1.3349 -7.0012 1.5714 0.26
H -0.8951 -4.0241 0.7853 0.10
H -0.1046 -5.0062 2.0126 0.52
H 0.9661 -6.3769 0.4222 0.57
H 1.3111 -4.7548 0.1063 -0.57
H 0.6834 -3.9160 -2.1646 -0.59
H -1.1083 -4.1029 -2.0731 0.34
H -0.3577 -4.8850 -3.3963 0.40
H 1.8552 -6.4273 -2.1435 0.24
H 0.6164 -7.0488 -3.2076 0.34
H 0.8058 -7.7482 -1.6360 0.55
H -2.4939 -7.5175 -2.2786 0.43
C 5.4088 -3.2450 -2.2613 -1.69
C 4.8102 -3.3865 -0.8678 1.53
C 3.5200 -2.5066 -0.8113 -0.42
C 4.2449 -4.7907 -0.5355 -0.69
C 5.2300 -5.8686 -0.3483 -1.06
C 6.1911 -5.4655 0.7820 -1.49
C 6.7286 -3.9837 0.6892 1.53
C 7.1689 -3.6723 2.1489 -2.06
C 7.9492 -4.0287 -0.2524 -1.82
N 5.7135 -3.0127 0.2207 1.47
O 6.1011 -1.6532 0.2946 -0.53
H 6.1071 -2.4098 -2.3155 0.34
H 5.9884 -4.1526 -2.4296 0.37
H 4.6776 -3.2325 -3.0696 0.27
H 2.6672 -3.0097 -1.2670 -0.70
H 3.1969 -2.3661 0.2202 -0.09
H 3.6594 -1.5412 -1.2979 0.41
H 3.5507 -4.8640 0.3016 0.24
H 3.6967 -5.1105 -1.4217 0.04
H 4.7318 -6.8115 -0.1227 0.50
H 5.8542 -6.0273 -1.2277 0.33
H 6.9971 -6.1576 1.0258 0.40
H 5.5109 -5.3338 1.6235 0.48
H 7.9366 -4.4093 2.3847 0.55
H 6.4065 -3.6099 2.9254 0.23
H 7.6413 -2.7050 2.3199 0.44
H 8.8310 -4.1134 0.3828 0.55
H 8.1404 -3.2114 -0.9478 0.20
H 7.9473 -4.9081 -0.8964 0.33
H 5.6070 -1.4131 1.0819 0.37
C 3.2104 6.0939 3.0957 -1.62
C 1.8033 5.8104 2.4377 1.74
C 1.7939 4.3690 1.8582 -1.73
C 0.6880 5.8538 3.5417 0.01
C 0.1540 7.2761 3.9373 -0.83
C -0.2330 8.0041 2.6669 -1.59
C 0.9244 8.0309 1.4891 1.65
C 0.2664 8.5003 0.1325 -1.91
C 1.9378 9.1199 1.9878 -1.88
N 1.5435 6.7290 1.2943 1.00
O 2.6117 6.7942 0.4464 -0.58
H 3.9797 5.9193 2.3434 0.40
H 3.3052 7.1560 3.3219 0.38
H 3.2713 5.4848 3.9976 0.31
H 2.6034 4.3444 1.1287 0.55
H 1.9702 3.5208 2.5197 0.00
H 0.8977 4.1389 1.2821 0.07
H -0.1660 5.2350 3.2663 0.00
H 1.1471 5.5620 4.4862 -0.25
H -0.7164 7.2970 4.5930 0.13
H 0.9400 7.8182 4.4630 0.54
H -0.3731 9.0377 2.9834 0.43
H -1.2569 7.6998 2.4496 0.38
H -0.6108 7.9006 -0.1103 0.30
H 0.8853 8.5129 -0.7647 0.44
H -0.1187 9.5173 0.2075 0.45
H 2.0087 9.1867 3.0734 0.35
H 1.6956 10.1136 1.6110 0.41
H 2.9513 8.9010 1.6516 0.37
H 2.1882 6.6177 -0.3969 0.38
C -6.6936 -0.4567 -1.0007 -1.88
C -6.8662 -1.4785 -2.1778 1.98
C -6.3402 -0.8365 -3.3899 -1.86
C -5.9401 -2.7157 -1.9192 -1.37
C -6.2497 -3.9335 -2.8274 -0.24
C -7.7327 -4.3706 -2.6626 -1.29
C -8.8030 -3.2108 -2.8840 1.29
C -8.9038 -2.8947 -4.4027 -1.51
C -10.1560 -3.6180 -2.3616 -1.81
N -8.2928 -1.9263 -2.2678 0.23
O -9.2423 -0.8736 -2.3138 -0.46
H -7.1000 -0.8742 -0.0795 0.42
H -5.6235 -0.3405 -0.8289 0.39
H -7.2393 0.4657 -1.1991 0.39
H -6.7522 0.1562 -3.5716 0.42
H -5.2633 -0.6756 -3.4399 0.31
H -6.6057 -1.4346 -4.2616 0.32
H -4.8945 -2.4177 -1.9966 0.61
H -6.1292 -2.9645 -0.8749 0.39
H -5.9812 -3.5793 -3.8227 0.30
H -5.6374 -4.7919 -2.5510 0.06
H -7.8599 -4.6678 -1.6217 0.35
H -7.9382 -5.1822 -3.3606 0.44
H -9.5660 -3.6362 -4.8496 0.43
H -7.9741 -2.8882 -4.9716 0.32
H -9.2954 -1.9130 -4.6691 0.27
H -10.6813 -4.2570 -3.0714 0.35
H -10.8651 -2.7917 -2.3102 0.42
H -10.2141 -3.9161 -1.3148 0.39
H -9.4698 -0.6677 -3.2235 0.33
C 5.0281 1.1483 1.8849 -0.78
O 5.0303 -0.0936 2.5986 -0.28
C 4.9049 -0.0388 4.0300 -0.55
C 4.8563 -1.5262 4.6211 0.42
C 3.6941 -2.3721 4.0660 -1.18
N 4.4417 -1.3654 5.9579 -0.64
H 5.7933 1.7999 2.3068 0.38
H 4.1852 1.7762 2.1736 0.14
H 5.1988 0.9863 0.8206 0.28
H 5.7676 0.5145 4.4010 0.37
H 4.0349 0.5603 4.2988 0.14
H 5.7069 -2.1737 4.4081 0.52
H 3.5978 -3.3232 4.5898 0.44
H 3.7937 -2.6164 3.0084 0.03
H 2.7156 -1.8929 4.0987 0.22
H 5.2130 -0.9387 6.4510 0.37
H 3.8158 -0.5732 5.9820 0.06
C -3.3288 4.8373 1.9100 -0.94
O -3.3560 5.5582 3.1114 -0.36
C -3.0845 4.9102 4.3707 0.05
C -3.3515 5.9314 5.5604 0.66
C -2.8304 5.5332 6.9094 -1.47
N -4.7848 6.1729 5.6802 -0.78
H -3.4498 5.3996 0.9842 0.29
H -4.0896 4.0568 1.9066 0.46
H -2.4126 4.2494 1.8534 0.31
H -3.6889 4.0066 4.4502 0.49
H -2.0250 4.6641 4.4414 -0.25
H -2.9352 6.9242 5.3895 -0.03
H -3.2408 4.5697 7.2117 0.37
H -3.0698 6.0927 7.8137 0.38
H -1.7527 5.3700 6.9112 0.31
H -5.2640 5.3537 6.0259 0.29
H -5.0711 6.3197 4.7228 0.30
C -0.6053 -0.3819 6.2020 -0.51
O -0.8874 1.0180 6.0194 -0.45
C 0.2440 1.7719 5.5950 -0.25
C 1.5049 1.9984 6.5026 0.18
C 2.5844 3.0570 5.9626 -1.22
N 2.3172 0.7628 6.6883 -0.44
H -1.4330 -0.8926 6.6940 0.28
H 0.2559 -0.5665 6.8442 0.13
H -0.3965 -0.7912 5.2135 0.23
H 0.7040 1.5040 4.6438 0.28
H -0.2799 2.7213 5.4849 0.01
H 1.0151 2.3186 7.4222 0.32
H 3.5642 3.1140 6.4367 0.49
H 2.1556 4.0456 6.1268 0.32
H 2.8104 3.0028 4.8977 0.07
H 1.7745 0.2878 7.3953 0.20
H 3.1855 0.9592 7.1653 0.29
C -4.8814 3.2876 -1.6146 -0.71
O -3.5192 2.9829 -1.7221 -0.15
C -2.5798 3.9631 -2.1347 -0.99
C -1.2322 3.6028 -1.5029 0.79
C -0.1360 4.6852 -1.8026 -1.55
N -0.7556 2.3604 -2.0310 -0.34
H -5.0641 3.9040 -0.7345 0.29
H -5.5574 2.4473 -1.7727 0.04
H -5.2150 3.9945 -2.3742 0.40
H -2.3612 3.8418 -3.1956 0.22
H -2.9941 4.9505 -1.9310 0.56
H -1.3927 3.6452 -0.4256 -0.14
H 0.8302 4.2990 -1.4781 0.45
H -0.2854 5.5884 -1.2110 0.22
H -0.0360 5.0334 -2.8307 0.54
H -0.4701 2.7180 -2.9314 0.12
H -1.6199 1.8716 -2.2160 0.30
C -0.2885 -0.7893 -0.4519 -0.22
O 0.6012 -0.8869 0.6303 -0.33
H 0.2669 -0.6041 -1.3714 0.09
H -0.8263 -1.6976 -0.7236 -0.05
H -0.9866 0.0154 -0.2210 0.29
H 1.3818 -0.3371 0.5307 0.22
```

The max |F| comes out at 5.1 eV/A. The calculation puts the total energy at -3692.7300 a.u. As for the energy relative to the best compared isomer or geometry (same formula, charge and spin): 647.68 kJ/mol. Its structure (SMILES) is CC1(C)CCCC(C)(C)N1O.CC1(C)CCCC(C)(C)N1O.CC1(C)CCCC(C)(C)N1O.CC1(C)CCCC(C)(C)N1O.CC1(C)CCCC(C)(C)N1O.COC[C@H](C)N.COC[C@H](C)N.COC[C@H](C)N.COC[C@H](C)N.CO. For the frontier orbital gap, the calculation gives 8.012 eV. For the LUMO energy, the calculation gives 0.017 Ha.